{"formula": "C49H30BrCaF4N5O2PS", "method": "ωB97M-V/def2-TZVPD", "elements": ["Ca", "O", "C", "N", "C", "C", "C", "C", "C", "C", "N", "C", "O", "C", "C", "C", "C", "C", "N", "C", "C", "C", "C", "C", "N", "H", "H", "H", "H", "H", "H", "H", "H", "H", "H", "H", "H", "F", "C", "C", "F", "C", "F", "C", "P", "C", "C", "C", "C", "C", "C", "C", "C", "C", "C", "C", "C", "C", "Br", "C", "F", "H", "H", "H", "H", "H", "H", "H", "H", "H", "H", "S", "C", "C", "C", "C", "C", "C", "N", "C", "C", "C", "C", "C", "C", "C", "H", "H", "H", "H", "H", "H", "H", "H"], "positions_angstrom": [[0.11320, 0.07210, -0.27330], [-3.36940, -2.11430, 1.21490], [-2.59150, -1.24430, 0.79040], [-1.31930, -1.01380, 1.09480], [-0.67180, -1.73990, 2.08610], [-1.33320, -2.56320, 3.00560], [-0.67140, -3.19220, 4.04180], [0.68830, -2.99410, 4.20390], [1.37600, -2.21830, 3.29450], [0.74350, -1.61570, 2.20060], [1.42340, -0.89850, 1.23110], [2.73870, -1.01970, 1.09880], [3.54300, -1.73490, 1.71880], [3.34360, -0.17870, 0.00250], [4.72910, 0.01540, 0.04070], [5.34740, 0.65620, -1.01040], [4.55990, 1.09080, -2.06750], [3.19240, 0.88300, -2.00100], [2.59240, 0.26530, -0.99570], [-3.17670, -0.29340, -0.22440], [-4.56680, -0.34620, -0.40110], [-5.15930, 0.45440, -1.35300], [-4.34350, 1.27390, -2.12220], [-2.98320, 1.27170, -1.86280], [-2.40730, 0.52240, -0.93490], [-2.39560, -2.70250, 2.90080], [-1.22120, -3.83570, 4.71480], [1.21820, -3.45200, 5.02870], [2.43800, -2.08280, 3.41350], [5.27540, -0.37310, 0.88660], [6.41890, 0.80510, -1.01910], [4.99860, 1.56820, -2.93130], [2.54860, 1.22550, -2.80070], [-5.13050, -1.02510, 0.22390], [-6.23260, 0.44430, -1.49660], [-4.76060, 1.89930, -2.89790], [-2.32150, 1.91300, -2.42710], [0.95110, 5.67040, 5.69510], [0.44280, 4.80590, 4.80400], [-0.93260, 4.59310, 4.73560], [-1.76070, 5.27270, 5.54400], [-1.43750, 3.69160, 3.80970], [-2.76530, 3.52070, 3.75670], [-0.62430, 2.99630, 2.91970], [-1.35600, 1.71350, 1.75460], [-2.31790, 0.88420, 3.07300], [-1.52030, 0.40870, 4.11650], [-2.06850, -0.32210, 5.15250], [-3.42200, -0.60970, 5.15820], [-4.21430, -0.17460, 4.11160], [-3.66890, 0.56020, 3.07440], [-2.37320, 2.97390, 0.87220], [-3.73940, 2.97100, 0.62420], [-4.30590, 3.91660, -0.21360], [-3.52580, 4.87680, -0.82860], [-2.16070, 4.89570, -0.58640], [-1.59560, 3.95350, 0.24810], [0.75030, 3.24200, 2.98600], [1.93450, 2.39650, 1.76190], [1.27690, 4.12630, 3.92340], [2.59520, 4.34930, 3.98770], [-0.44930, 0.57710, 4.08780], [-1.43400, -0.69160, 5.94500], [-3.85070, -1.20140, 5.95430], [-5.26610, -0.42360, 4.08900], [-4.30670, 0.84310, 2.25540], [-4.38800, 2.23070, 1.05670], [-5.37110, 3.88790, -0.39630], [-3.97530, 5.59760, -1.49720], [-1.53530, 5.63570, -1.06580], [-0.52710, 3.96000, 0.42880], [-0.13780, -1.81400, -4.55090], [-0.08250, -3.16650, -3.45510], [-0.07460, -4.52020, -3.74300], [-0.01680, -5.40520, -2.68120], [0.02970, -4.95110, -1.36340], [0.03550, -3.60360, -1.07200], [-0.01920, -2.69210, -2.12540], [-0.00390, -1.33920, -2.02060], [-0.05110, -0.71640, -3.14830], [0.00220, 0.70990, -3.31200], [-0.07830, 1.24480, -4.60630], [0.00430, 2.60480, -4.80320], [0.21650, 3.42560, -3.70110], [0.30230, 2.87850, -2.43070], [0.16760, 1.51020, -2.14950], [-0.10430, -4.86990, -4.76550], [-0.00080, -6.46740, -2.88150], [0.06750, -5.67190, -0.55830], [0.08720, -3.23770, -0.05710], [-0.20360, 0.57660, -5.45240], [-0.08280, 3.02460, -5.79770], [0.31840, 4.49560, -3.84430], [0.49170, 3.56110, -1.60700]], "e_tot_ha": -6700.3526, "homo_ev": -4.22, "charge": -1, "e_above_lowest_kj_mol": 123.0}